# C8H8AgCl3

A structure of composition C8H8AgCl3 (ωB97M-V/def2-TZVPD, the OMol25 dataset).

CARTESIAN COORDINATES (ANGSTROEM)
Ag: 0.33 -1.05 1.33
Cl: -1.93 -1.86 6.20
C: -0.56 -2.56 5.36
Cl: -0.17 -1.65 3.85
H: -0.80 -3.57 5.07
H: 0.31 -2.51 6.00
Cl: -0.71 -1.74 -2.44
C: -0.05 -0.12 -2.38
C: 0.58 0.35 -3.53
C: 1.14 1.62 -3.52
C: 1.08 2.39 -2.37
C: 0.45 1.89 -1.24
C: -0.15 0.62 -1.21
C: -0.84 0.14 0.00
H: 0.62 -0.27 -4.41
H: 1.63 2.00 -4.42
H: 1.51 3.38 -2.35
H: 0.40 2.50 -0.34
H: -1.68 -0.51 -0.23
H: -1.18 0.96 0.62

Output
F_max: 0.50 eV Å⁻¹
Molecular weight: 318.4 g mol⁻¹
Orbital gap: 7.051 eV
HOMO level: -7.3964 eV
Charge: 0

These are the Mulliken partial charges, in e, on atoms 1 to 2: Ag 0.076; Cl -0.126